ORCA calculation (ωB97M-V/def2-TZVPD) on a structure of composition C40H46N7O10Tb.

Geometry (Å):
Tb 0.399 0.463 -0.656
O -3.022 3.098 0.184
C -1.911 2.609 0.294
O -1.582 1.376 0.289
C -0.672 3.459 0.236
C -0.675 4.803 0.483
C 0.552 5.451 0.523
C 1.731 4.790 0.315
C 1.648 3.450 0.100
N 0.471 2.810 0.142
C 2.868 2.567 -0.251
O 3.958 3.124 -0.377
O 2.554 1.360 -0.488
H -1.570 5.316 0.651
H 0.573 6.547 0.662
H 2.667 5.353 0.293
C -2.880 -2.419 5.855
O -2.161 -2.746 4.655
C -0.813 -2.529 4.791
C -0.206 -2.125 5.971
C 1.196 -1.946 5.991
C 1.970 -2.206 4.861
C 1.336 -2.503 3.654
C -0.052 -2.710 3.642
N -0.783 -2.974 2.431
C -0.654 -2.318 1.258
N -0.830 -3.125 0.176
C -0.956 -2.822 -1.221
C -0.705 -1.560 -1.769
C -0.873 -1.507 -3.158
C -1.416 -2.578 -3.898
C -1.587 -3.789 -3.282
C -1.287 -3.942 -1.984
O -1.355 -5.144 -1.274
C -1.727 -6.300 -1.981
N -0.393 -1.056 1.170
C -0.604 -0.278 2.389
C -1.811 -0.233 2.965
C -1.999 0.430 4.183
C -0.967 1.203 4.705
C 0.242 1.320 3.972
C 0.399 0.575 2.813
O 1.559 0.560 2.113
C 2.675 1.378 2.535
H -3.930 -2.693 5.656
H -2.822 -1.398 6.106
H -2.525 -3.086 6.720
H -0.716 -1.789 6.828
H 1.667 -1.641 6.915
H 3.059 -2.078 4.917
H 1.904 -2.668 2.745
H -1.432 -3.752 2.361
H -0.650 -4.079 0.360
H -0.690 -0.577 -3.702
H -1.584 -2.492 -4.966
H -1.882 -4.662 -3.935
H -1.650 -7.067 -1.265
H -1.095 -6.501 -2.861
H -2.771 -6.212 -2.383
H -2.674 -0.867 2.534
H -2.960 0.493 4.730
H -1.109 1.798 5.638
H 1.018 1.955 4.253
H 2.542 2.452 2.379
H 3.487 1.112 1.887
H 2.968 1.194 3.578
O -1.738 3.473 -3.180
C -1.671 2.346 -2.708
O -0.704 1.731 -2.176
C -2.940 1.537 -2.786
N -3.009 0.396 -1.801
C -4.389 -0.098 -1.895
C -5.259 1.104 -2.261
C -4.264 2.296 -2.595
H -2.898 1.139 -3.774
H -2.759 0.869 -0.870
H -2.333 -0.382 -1.865
H -4.758 -0.603 -1.007
H -4.375 -0.796 -2.748
H -5.933 1.305 -1.439
H -5.869 0.792 -3.138
H -4.167 2.981 -1.749
H -4.551 2.935 -3.383
C 1.830 2.410 -3.754
N 3.030 1.668 -3.381
C 4.352 2.275 -3.590
C 5.368 1.532 -2.796
C 5.301 0.029 -3.021
N 3.960 -0.414 -2.758
C 3.808 -1.733 -2.125
C 2.873 0.408 -2.935
O 1.723 -0.048 -2.660
H 1.824 3.288 -3.127
H 0.895 1.865 -3.457
H 1.901 2.770 -4.748
H 4.339 3.336 -3.242
H 4.580 2.309 -4.652
H 5.144 1.718 -1.731
H 6.384 1.920 -2.896
H 5.928 -0.518 -2.389
H 5.632 -0.289 -4.014
H 3.950 -1.708 -1.039
H 4.540 -2.412 -2.508
H 2.792 -2.107 -2.263

## Properties
* HOMO energy (spin up / spin down): -7.81 / -7.81 eV
* 2S+1: 7
* calculated total energy: -3512.1187 Ha
* HOMO-LUMO gap (spin up / spin down): 8.19 / 8.20 eV
* E_LUMO (spin up / spin down): 0.382 / 0.382 eV

Here are the Löwdin charges for atoms 1 to 99, given in e: Tb 1.75; O 0.08; C -0.58; O -0.18; C -0.17; C 0.03; C -0.03; C 0.00; C -0.17; N 0.09; C -0.61; O 0.04; O -0.16; H 0.11; H 0.12; H 0.13; C -0.07; O -0.09; C -0.24; C -0.02; C -0.07; C -0.09; C -0.01; C -0.15; N 0.14; C -0.40; N 0.15; C -0.18; C -0.19; C -0.16; C -0.09; C -0.07; C -0.23; O -0.11; C -0.09; N 0.06; C -0.25; C -0.04; C -0.10; C -0.06; C 0.01; C -0.26; O -0.11; C -0.03; H 0.10; H 0.06; H 0.12; H 0.09; H 0.10; H 0.11; H 0.12; H 0.16; H 0.12; H 0.09; H 0.10; H 0.13; H 0.07; H 0.10; H 0.11; H 0.17; H 0.11; H 0.12; H 0.08; H 0.10; H 0.09; H 0.10; O 0.08; C -0.62; O -0.18; C -0.17; N 0.08; C -0.13; C -0.12; C -0.07; H 0.16; H 0.14; H 0.09; H 0.13; H 0.13; H 0.10; H 0.11; H 0.10; H 0.10; C 0.00; N -0.05; C -0.14; C -0.15; C -0.16; N -0.06; C -0.01; C -0.45; O -0.14; H 0.09; H 0.08; H 0.08; H 0.14; H 0.12; H 0.11; H 0.12